No. 1
# C33H31BF8O2S

A molecular structure, C33H31BF8O2S (wB97M-V/def2-TZVPD, the Open Molecules 2025 dataset).

F_max: 4.408 eV/A
HOMO: -6.65 eV

```
76
Properties=species:S:1:pos:R:3:lowdin_charge:R:1
C -5.07 3.43 -0.99 -0.11
C -3.74 2.82 -1.25 -0.57
C -3.40 1.90 -2.23 -0.13
C -2.10 1.38 -2.07 -0.08
C -1.48 1.86 -0.90 -0.48
B -0.79 -1.13 1.60 -0.38
C -0.77 1.18 0.15 -0.18
C -0.41 1.99 1.28 -0.05
C 0.46 3.05 1.04 -0.15
C 0.67 4.18 2.04 -0.48
F 1.24 5.29 1.45 0.10
F -0.49 4.60 2.62 0.11
F 1.51 3.82 3.08 0.10
C 1.19 3.13 -0.17 0.05
C 1.19 2.09 -1.03 -0.05
C 1.99 2.12 -2.30 -0.46
F 1.47 1.26 -3.26 0.11
F 2.03 3.36 -2.87 0.13
F 3.30 1.74 -2.08 0.11
C 0.41 0.87 -0.80 -0.24
O -1.39 -0.74 2.75 0.09
C -2.68 -1.49 3.18 -0.01
C -3.55 -1.93 1.98 -0.53
C -4.47 -3.06 2.48 -0.06
C -4.44 -0.77 1.48 -0.03
C -2.73 -2.53 0.81 -0.04
O -1.39 -1.85 0.61 0.02
S -2.33 3.28 -0.32 1.14
H -5.49 3.75 -1.94 0.08
H -5.77 2.75 -0.51 0.08
H -4.92 4.30 -0.34 0.07
H -4.12 1.58 -3.01 0.12
H -1.65 0.63 -2.74 0.12
H -0.83 1.83 2.29 0.14
H 1.78 4.03 -0.37 0.14
H 0.02 0.57 -1.78 0.13
H -2.35 -2.38 3.78 0.14
H -3.21 -0.79 3.82 0.13
H -5.15 -3.41 1.67 0.10
H -3.84 -3.92 2.80 0.09
H -5.09 -2.74 3.33 0.09
H -5.12 -1.15 0.69 0.09
H -5.08 -0.40 2.30 0.09
H -3.85 0.07 1.06 0.10
H -2.54 -3.66 0.97 0.16
H -3.30 -2.34 -0.14 0.15
C 5.99 0.94 2.51 -0.04
C 4.69 0.51 1.90 -0.22
C 4.62 -0.55 1.00 -0.19
F 5.77 -1.27 0.73 0.04
C 3.44 -0.95 0.37 0.05
C 2.25 -0.20 0.56 -0.12
C 1.00 -0.37 -0.28 -0.15
C 1.26 -1.37 -1.41 -0.16
C 2.40 -1.24 -2.22 0.02
C 2.73 -2.25 -3.12 -0.19
F 3.89 -2.17 -3.83 0.06
C 1.90 -3.35 -3.35 -0.21
C 2.32 -4.45 -4.28 -0.04
C 0.70 -3.40 -2.63 -0.02
C 0.39 -2.40 -1.71 -0.02
C 2.28 0.67 1.66 -0.03
C 3.47 1.10 2.23 -0.02
H 5.83 1.90 3.01 0.08
H 6.33 0.20 3.25 0.09
H 6.77 1.06 1.75 0.09
H 3.47 -1.83 -0.26 0.12
H 0.19 -0.84 0.48 0.11
H 3.12 -0.44 -2.08 0.12
H 1.49 -5.17 -4.36 0.08
H 2.53 -4.03 -5.28 0.09
H 3.22 -4.96 -3.92 0.09
H -0.01 -4.21 -2.81 0.11
H -0.56 -2.46 -1.15 0.11
H 1.34 1.03 2.08 0.10
H 3.48 1.93 2.96 0.12
```

No. 2
# C33H31BrI2N4O3RbS2

A molecular structure, C33H31BrI2N4O3RbS2 (wB97M-V/def2-TZVPD, the Open Molecules 2025 dataset).

F_max: 0.189 eV/A
total charge: -1
HOMO: -3.55 eV

```
77
Properties=species:S:1:pos:R:3:lowdin_charge:R:1
Rb 0.52 -0.16 0.99 0.84
C 1.98 -1.93 2.98 -0.35
C 2.22 -2.65 1.79 -0.32
C 3.27 -2.01 1.09 -0.29
C 3.68 -0.90 1.86 -0.29
C 2.88 -0.84 3.01 -0.32
C 3.01 0.15 4.13 -0.06
C 4.93 -0.09 1.64 -0.08
C 3.95 -2.52 -0.16 -0.08
C 1.45 -3.85 1.31 -0.07
C 0.91 -2.22 3.98 -0.06
H 3.69 -0.18 4.93 0.07
H 2.04 0.36 4.61 0.07
H 3.40 1.11 3.78 0.06
H 5.77 -0.45 2.25 0.07
H 4.79 0.97 1.90 0.05
H 5.27 -0.13 0.60 0.05
H 4.77 -3.22 0.06 0.07
H 4.39 -1.70 -0.74 0.05
H 3.25 -3.03 -0.82 0.04
H 1.99 -4.38 0.53 0.06
H 0.46 -3.59 0.90 0.06
H 1.26 -4.56 2.13 0.07
H 1.24 -1.99 5.00 0.07
H 0.62 -3.27 3.97 0.06
H -0.02 -1.64 3.83 0.07
I -3.85 2.54 3.73 0.85
C -4.15 0.94 2.43 -0.67
C -5.45 0.48 2.21 -0.26
C -5.70 -0.50 1.29 -0.70
I -7.67 -1.17 1.07 0.83
C -4.64 -1.07 0.54 -0.22
C -4.80 -2.05 -0.46 -0.06
C -3.72 -2.53 -1.14 -0.05
C -2.45 -2.03 -0.80 -0.15
N -2.25 -1.12 0.12 0.09
C -3.31 -0.62 0.79 -0.14
C -3.01 0.44 1.77 -0.53
O -1.85 0.86 1.95 -0.23
H -6.27 0.92 2.76 0.07
H -5.80 -2.41 -0.69 0.05
H -3.82 -3.27 -1.91 0.10
H -1.57 -2.39 -1.32 0.07
Br -6.71 1.44 -1.90 0.72
C -4.84 1.66 -1.65 -0.68
C -3.97 0.99 -2.49 -0.12
C -2.61 1.12 -2.28 -0.02
C -2.12 1.93 -1.26 -0.27
C -3.02 2.59 -0.41 -0.03
C -4.39 2.45 -0.61 -0.12
N -0.72 1.99 -1.08 0.11
C -0.19 3.09 -0.73 -0.09
C 1.26 3.20 -0.49 -0.26
C 1.82 4.43 -0.18 -0.02
C 3.18 4.52 0.05 -0.06
C 3.94 3.37 -0.03 -0.04
C 3.30 2.17 -0.34 -0.12
N 2.00 2.08 -0.57 0.07
H -4.35 0.36 -3.27 0.10
H -1.90 0.58 -2.90 0.10
H -2.65 3.13 0.45 0.11
H -5.08 2.92 0.07 0.11
H -0.77 4.01 -0.61 0.13
H 1.18 5.31 -0.11 0.11
H 3.64 5.47 0.30 0.11
H 5.01 3.37 0.15 0.11
H 3.85 1.24 -0.40 0.10
C 0.27 -4.24 -2.22 -0.08
O 0.82 -2.94 -1.97 -0.25
C 0.67 -2.00 -2.89 -1.18
S -0.20 -2.12 -4.26 0.71
S 1.62 -0.61 -2.36 0.91
H 0.56 -4.83 -1.36 0.09
H 0.67 -4.65 -3.14 0.09
H -0.82 -4.18 -2.30 0.07
O 1.39 1.63 -3.53 -0.06
N 0.80 0.63 -3.43 -0.28
```

No. 3
# C33H31Cl2EuN7O7S2Si

A molecular structure, C33H31Cl2EuN7O7S2Si (wB97M-V/def2-TZVPD, the Open Molecules 2025 dataset).

F_max: 3.025 eV/A
multiplicity: 7
total charge: -1
<S²>: 12.04
HOMO (spin up / spin down): -5.80 / -5.80 eV

```
84
Properties=species:S:1:pos:R:3:lowdin_charge:R:1
Eu -0.25 0.08 -0.95 2.09
C -2.15 2.78 2.26 -0.05
C -2.23 3.12 0.80 -0.37
C -2.98 4.24 0.45 -0.09
C -2.91 4.81 -0.82 -0.09
C -2.22 4.14 -1.79 -0.04
C -1.53 2.89 -1.45 -0.43
N -1.60 2.38 -0.14 0.02
N -0.86 2.15 -2.36 -0.19
Si -0.80 2.42 -4.09 0.35
C 0.29 1.08 -4.92 -0.15
C 0.12 3.98 -4.29 -0.19
C -2.46 2.64 -4.91 -0.19
H -2.38 3.66 2.89 0.09
H -1.10 2.40 2.52 0.10
H -2.89 2.02 2.47 0.07
H -3.62 4.72 1.24 0.12
H -3.43 5.79 -0.94 0.12
H -2.15 4.47 -2.84 0.07
H -0.21 0.16 -5.19 0.02
H 1.05 0.78 -4.17 -0.01
H 0.86 1.50 -5.76 0.03
H -0.41 4.81 -3.83 0.02
H 0.25 4.23 -5.36 0.05
H 1.10 3.89 -3.81 0.03
H -3.30 2.44 -4.24 0.03
H -2.64 2.00 -5.81 0.03
H -2.58 3.71 -5.21 0.04
Cl -3.58 -1.01 -5.26 0.74
C -2.49 -2.05 -4.47 -0.63
C -2.47 -3.35 -4.90 -0.16
C -1.61 -4.32 -4.34 -0.63
Cl -1.77 -5.92 -4.93 0.70
C -0.65 -3.90 -3.38 -0.17
C 0.43 -4.67 -2.96 0.00
C 1.08 -4.33 -1.78 -0.04
C 0.58 -3.28 -1.01 -0.12
N -0.41 -2.47 -1.44 -0.02
C -0.89 -2.64 -2.69 -0.18
C -1.74 -1.63 -3.32 -0.37
O -1.85 -0.41 -2.83 -0.27
H -3.07 -3.74 -5.69 0.09
H 0.78 -5.50 -3.57 0.11
H 1.95 -4.92 -1.43 0.12
H 1.00 -3.09 -0.02 0.10
O -2.26 -0.10 10.11 -0.37
S -2.47 -0.37 8.69 0.42
O -3.27 0.59 7.93 -0.37
O -2.66 -1.75 8.27 -0.37
C -0.84 -0.18 7.93 -0.36
N 0.19 0.20 8.63 0.11
C 1.32 0.47 7.96 -0.11
C 1.48 0.15 6.59 0.01
C 0.25 -0.19 5.93 -0.22
N -0.90 -0.23 6.58 0.15
C 0.20 -0.61 4.48 -0.12
C 1.29 -0.99 3.70 0.03
C 1.14 -1.07 2.30 -0.12
N -0.04 -0.75 1.71 -0.07
C -1.12 -0.55 2.47 -0.16
C -1.02 -0.45 3.86 0.00
H 2.17 0.81 8.59 0.11
H 2.48 0.05 6.17 0.10
H 2.32 -1.09 4.10 0.13
H 1.90 -1.45 1.64 0.05
H -2.05 -0.33 1.93 0.10
H -1.87 -0.15 4.46 0.13
N 2.20 1.43 -1.62 0.02
C 2.88 0.20 -1.27 -0.37
C 2.87 -0.95 -2.09 -0.05
C 3.61 -2.05 -1.59 -0.05
C 4.05 -2.02 -0.27 -0.27
C 4.18 -0.83 0.46 -0.07
C 3.62 0.29 -0.07 -0.05
S 4.26 -3.46 0.76 0.50
O 3.06 -3.14 1.61 -0.38
O 5.58 -3.16 1.32 -0.35
O 4.25 -4.72 -0.02 -0.36
H 2.27 2.15 -0.91 0.09
H 2.17 1.72 -2.61 0.09
H 2.43 -1.01 -3.07 0.10
H 3.57 -2.99 -2.17 0.12
H 4.73 -0.86 1.39 0.12
H 3.71 1.31 0.38 0.13
```

| no. | molecular weight (g mol⁻¹) |
| --- | --- |
| 1 | 654.47 |
| 2 | 1014.95 |
| 3 | 952.74 |